55
Properties=species:S:1:pos:R:3:forces:R:3:nbo_charge:R:1 method="wB97M-V/def2-TZVPD" total_energy_ha=-2997.23546 lumo_ev="2.75 / 2.75" e_homo_ev="-4.94 / -4.95" e_above_lowest_kcal_mol=22.67 total_charge=-1 max_force_ev_per_a=1.6 spin_multiplicity=1 orbital_gap_ev="7.691 / 7.700"
Co -0.310380 0.655827 -0.346874 -1.3 -0.6 -0.6 1.184
C -2.769996 -1.386273 -0.693956 0.0 0.0 -0.2 -0.406
N -1.906488 -0.893304 0.377031 0.6 0.4 -0.1 -0.428
C -1.167474 -2.013079 0.951615 -0.1 -0.3 0.2 -0.420
C -2.733546 -0.226904 1.395948 -0.1 0.2 0.3 -0.239
C -2.479823 1.250248 1.478372 -0.1 -0.1 0.0 -0.111
C -3.262451 2.038195 2.320519 -0.1 0.1 -0.1 -0.222
C -3.035664 3.400336 2.419574 0.0 0.0 0.0 -0.231
C -2.016258 3.975634 1.668537 0.0 -0.1 0.0 -0.229
C -1.232258 3.183061 0.842076 -0.1 0.2 0.0 -0.254
C -1.456653 1.810019 0.733965 1.4 -0.1 0.1 -0.064
H -3.497962 -2.111387 -0.296016 0.1 0.1 0.0 0.160
H -2.169021 -1.861870 -1.461073 0.1 0.0 0.0 0.231
H -3.299181 -0.556629 -1.157152 0.0 0.1 0.0 0.215
H -1.856263 -2.764341 1.368959 0.0 0.0 -0.1 0.158
H -0.499262 -1.654345 1.729439 -0.1 0.0 0.0 0.239
H -0.557616 -2.477834 0.178863 0.0 0.0 0.0 0.215
H -2.554436 -0.670090 2.379936 0.1 -0.1 -0.1 0.203
H -3.790502 -0.396034 1.163253 0.0 -0.1 0.1 0.194
H -4.056943 1.574366 2.898159 0.0 0.0 0.0 0.192
H -3.644566 4.008426 3.078180 0.0 0.0 0.0 0.197
H -1.821844 5.039406 1.735896 0.0 0.0 0.0 0.202
H -0.433332 3.641551 0.276487 0.0 0.0 0.0 0.232
S 2.588939 3.778829 -2.243502 0.2 0.2 -0.2 -0.310
C 1.530299 2.786739 -1.525103 -0.3 -0.3 0.3 0.192
N 0.760439 2.089409 -0.995414 0.0 -0.5 0.0 -0.593
C 2.681114 -2.582201 2.670245 0.0 0.0 0.0 -0.585
C 2.891879 -1.073196 2.485222 0.0 0.0 -0.1 -0.159
C 2.781440 -0.366814 3.843266 0.0 0.0 0.0 -0.584
C 4.280935 -0.817715 1.886479 0.0 0.0 0.0 -0.586
C 1.857591 -0.539571 1.582063 0.0 0.0 -0.1 -0.085
C 1.007278 -0.099372 0.836458 -0.3 0.9 0.4 -0.375
H 3.449112 -3.001530 3.327111 0.0 0.0 0.0 0.192
H 2.729028 -3.090595 1.706237 0.0 0.0 0.0 0.212
H 1.701283 -2.778227 3.109782 0.0 0.0 0.0 0.204
H 3.554931 -0.727723 4.527976 0.0 0.0 0.0 0.189
H 1.803074 -0.551487 4.289748 0.0 0.0 0.0 0.207
H 2.897166 0.709956 3.717247 0.0 0.0 0.0 0.218
H 5.059916 -1.199887 2.553376 0.0 0.0 0.0 0.188
H 4.438319 0.250771 1.737312 0.0 0.0 0.0 0.219
H 4.374644 -1.310418 0.918036 0.0 0.0 0.0 0.213
C -0.248490 1.295020 -4.638433 0.0 0.0 0.1 -1.143
Si -0.169291 -0.252983 -3.567249 0.3 0.1 -0.5 1.927
C 1.612891 -0.867981 -3.565964 -0.1 0.0 0.1 -1.141
C -1.209354 -1.564961 -4.456523 0.0 0.0 0.1 -1.135
O -0.706465 -0.023259 -2.077892 -0.1 0.0 0.4 -1.307
H 0.170540 1.109863 -5.632163 0.0 0.0 0.0 0.216
H 0.316032 2.110910 -4.178806 0.0 0.0 0.0 0.249
H -1.281300 1.631924 -4.764869 0.0 0.0 0.0 0.221
H 2.023246 -0.982021 -4.573163 0.0 0.0 0.0 0.217
H 1.683620 -1.833711 -3.056805 0.0 0.0 0.0 0.221
H 2.241971 -0.159989 -3.019042 0.0 0.0 0.0 0.245
H -0.848797 -1.707161 -5.480049 0.0 0.0 0.0 0.219
H -2.260081 -1.265420 -4.509778 0.0 0.0 0.0 0.220
H -1.159990 -2.532180 -3.947543 0.0 0.0 0.0 0.217